Entry 1:
DFT (ωB97M-V/def2-TZVPD) results for a cluster of 7 separate species, C28H59N9O8 in total in a non-equilibrium geometry.

Values from the calculation:
**DFT total energy**: -2197.02262 Ha
**SMILES string**: [H]/N=C\C[C@@H]1C(=O)NC[C@H]1CC(=O)N(C)C.CN(C)C=O.CN(C)C=O.CN(C)C=O.CN(C)C=O.CN(C)C=O.CN(C)C=O
**Highest occupied orbital energy**: -9.0 eV
**Gap between HOMO and LUMO**: 0.3379 Eh
**LUMO energy**: 0.24 eV

Cartesian coordinates (Å):
C  4.18  -6.09  -0.75
N  3.34  -4.92  -1.08
C  3.36  -3.92  0.00
C  3.74  -4.37  -2.34
O  4.85  -4.48  -2.77
C  2.63  -3.79  -3.19
C  1.42  -3.09  -2.58
C  1.65  -1.78  -1.81
N  0.52  -1.64  -0.87
C  -0.34  -2.74  -1.08
O  -1.51  -2.75  -0.81
C  0.43  -3.89  -1.71
C  -0.42  -4.89  -2.46
C  -1.23  -5.79  -1.56
N  -2.46  -6.07  -1.62
H  3.79  -6.54  0.17
H  4.10  -6.82  -1.56
H  5.24  -5.82  -0.61
H  3.90  -4.35  0.85
H  2.35  -3.65  0.33
H  3.89  -3.00  -0.28
H  2.27  -4.66  -3.76
H  3.11  -3.12  -3.92
H  0.81  -2.79  -3.45
H  2.60  -1.69  -1.28
H  1.63  -0.95  -2.53
H  0.82  -1.60  0.10
H  0.96  -4.37  -0.88
H  -1.10  -4.37  -3.15
H  0.23  -5.54  -3.06
H  -0.65  -6.28  -0.77
H  -2.91  -5.54  -2.37
C  1.51  1.20  0.39
O  1.77  0.18  1.01
N  1.88  2.43  0.75
C  1.50  3.59  -0.03
C  2.64  2.59  1.98
H  0.92  1.16  -0.54
H  2.39  4.14  -0.36
H  0.87  4.26  0.55
H  0.96  3.27  -0.92
H  3.58  2.05  1.90
H  2.07  2.20  2.83
H  2.83  3.65  2.15
C  -0.07  5.61  2.69
O  0.28  4.60  3.28
N  0.23  6.86  3.10
C  -0.21  8.02  2.36
C  1.01  7.03  4.31
H  -0.67  5.57  1.78
H  0.64  8.61  2.01
H  -0.85  8.66  2.97
H  -0.78  7.69  1.49
H  1.99  6.54  4.22
H  0.50  6.58  5.17
H  1.16  8.09  4.49
C  -3.09  3.60  0.27
O  -2.36  4.59  0.31
N  -2.83  2.44  0.89
C  -3.70  1.29  0.77
C  -1.61  2.30  1.67
H  -4.03  3.60  -0.29
H  -4.10  0.98  1.74
H  -3.14  0.45  0.35
H  -4.54  1.51  0.11
H  -1.58  2.99  2.51
H  -0.74  2.50  1.04
H  -1.56  1.27  2.03
C  -7.12  -0.27  -0.95
O  -6.29  -0.21  -0.06
N  -7.05  -1.13  -1.98
C  -8.05  -1.18  -3.02
C  -5.92  -2.05  -2.03
H  -8.00  0.39  -0.99
H  -8.54  -2.15  -3.06
H  -7.62  -0.97  -4.00
H  -8.81  -0.42  -2.82
H  -5.89  -2.68  -1.14
H  -4.98  -1.51  -2.07
H  -6.02  -2.68  -2.91
C  5.93  0.01  4.61
O  6.68  0.34  5.51
N  4.61  -0.19  4.75
C  3.76  -0.59  3.64
C  4.02  0.00  6.06
H  6.29  -0.16  3.58
H  2.98  0.15  3.46
H  3.28  -1.55  3.84
H  4.36  -0.68  2.73
H  4.18  1.02  6.41
H  4.47  -0.67  6.79
H  2.95  -0.20  5.99
C  0.33  0.90  -3.54
O  1.00  1.40  -2.65
N  -0.96  0.57  -3.41
C  -1.72  -0.01  -4.49
C  -1.62  0.83  -2.13
H  0.75  0.67  -4.53
H  -2.57  0.62  -4.77
H  -2.11  -1.00  -4.21
H  -1.08  -0.13  -5.36
H  -1.54  1.90  -1.89
H  -1.15  0.27  -1.33
H  -2.67  0.56  -2.21

Entry 2:
DFT (ωB97M-V/def2-TZVPD) results for a structure of composition C28H60AlBeBr6N2O6P in a non-equilibrium geometry.

Values from the calculation:
**DFT total energy**: -17705.86020 Ha
**Highest occupied orbital energy**: -6.4 eV
**Gap between HOMO and LUMO**: 0.0644 Eh
**LUMO energy**: -4.63 eV

Cartesian coordinates (Å):
C  -0.37  0.85  3.17
C  0.83  1.12  2.16
C  0.48  2.15  1.00
C  -1.02  2.07  0.49
C  -1.36  0.64  -0.15
C  -2.67  0.69  -1.04
C  -3.52  -0.65  -1.07
C  -4.57  -0.82  0.12
C  -4.03  -1.45  1.50
C  -5.06  -1.21  2.73
C  -4.52  -0.07  3.74
C  -5.10  1.32  3.25
C  -4.14  2.55  3.56
C  -4.67  3.76  2.65
C  -4.02  3.67  1.19
P  -5.18  4.22  -0.18
H  -0.86  1.79  3.55
H  -1.09  0.10  2.75
H  0.09  0.35  4.08
H  1.67  1.56  2.75
H  1.18  0.10  1.76
H  1.15  1.92  0.09
H  0.71  3.20  1.32
H  -1.71  2.32  1.33
H  -1.10  2.81  -0.36
H  -1.34  -0.17  0.62
H  -0.49  0.44  -0.85
H  -3.37  1.53  -0.80
H  -2.32  0.87  -2.10
H  -4.15  -0.60  -2.02
H  -2.88  -1.56  -1.20
H  -5.33  -1.57  -0.27
H  -5.15  0.13  0.30
H  -3.05  -1.03  1.86
H  -4.02  -2.61  1.37
H  -5.25  -2.14  3.33
H  -6.05  -0.82  2.34
H  -4.92  -0.29  4.76
H  -3.39  -0.10  3.80
H  -5.27  1.24  2.14
H  -6.08  1.53  3.77
H  -4.26  2.90  4.62
H  -3.07  2.29  3.34
H  -5.77  3.54  2.48
H  -4.51  4.77  3.12
H  -3.79  2.57  1.05
H  -3.00  4.19  1.14
H  -5.27  5.66  -0.12
H  -4.49  3.96  -1.42
C  -9.15  0.52  3.38
Br  -8.42  1.16  1.71
Br  -10.85  -0.40  3.10
Br  -7.91  -0.59  4.39
H  -9.36  1.39  4.00
Al  2.18  0.57  -0.95
Br  3.16  -0.42  1.52
O  5.04  -1.75  -1.78
C  5.92  -2.62  -1.47
C  6.15  -2.58  0.20
O  7.05  -3.43  0.51
H  6.92  -2.50  -1.91
H  5.70  -3.67  -1.71
H  5.15  -2.72  0.63
H  6.36  -1.52  0.43
Be  -2.65  6.08  1.36
C  4.12  -6.13  -3.19
O  5.26  -5.73  -3.02
N  3.16  -5.38  -3.78
N  3.72  -7.37  -2.79
H  2.22  -5.69  -3.93
H  3.42  -4.46  -4.09
H  4.41  -7.95  -2.34
H  2.79  -7.72  -2.91
Br  -2.14  -2.66  0.95
C  -8.28  0.18  -4.47
C  -7.61  -1.06  -3.98
O  -6.82  -0.58  -2.89
C  -7.39  0.57  -2.45
O  -7.08  1.14  -1.45
O  -8.36  0.99  -3.30
H  -9.27  -0.01  -4.88
H  -7.69  0.71  -5.22
H  -8.32  -1.80  -3.60
H  -6.98  -1.53  -4.73
C  11.07  2.86  -1.33
C  11.09  1.56  -2.12
C  9.70  0.94  -2.29
C  9.01  0.53  -0.99
C  9.78  -0.46  -0.12
C  10.02  -1.80  -0.81
H  10.70  2.71  -0.31
H  12.08  3.28  -1.25
H  10.44  3.60  -1.82
H  11.77  0.85  -1.64
H  11.51  1.76  -3.11
H  9.79  0.07  -2.95
H  9.06  1.65  -2.82
H  8.03  0.10  -1.24
H  8.79  1.42  -0.39
H  9.21  -0.64  0.80
H  10.74  -0.04  0.19
H  9.07  -2.27  -1.09
H  10.55  -2.48  -0.14
H  10.62  -1.69  -1.71
Br  -11.34  -2.69  2.16

Entry 3:
DFT (ωB97M-V/def2-TZVPD) results for a cluster of 12 separate species, C28H60Br4F2N2O10S2 in total in a non-equilibrium geometry.

Values from the calculation:
**DFT total energy**: -13256.84910 Ha
**Highest occupied orbital energy**: -8.9 eV
**Gap between HOMO and LUMO**: 0.3135 Eh
**LUMO energy**: -0.40 eV

Cartesian coordinates (Å):
N  0.21  1.11  4.51
H  -0.72  1.18  4.92
H  0.86  1.79  4.94
H  0.06  1.16  3.47
H  0.55  0.17  4.75
N  -0.28  1.21  1.79
S  0.70  1.85  0.54
O  0.15  2.03  -0.77
O  2.07  1.44  0.67
F  0.68  3.35  1.06
S  -0.69  -0.06  1.00
O  0.35  -0.90  0.47
O  -1.89  0.03  0.23
F  -1.09  -0.94  2.28
Br  -2.25  0.29  -4.36
C  -3.03  -1.03  -3.11
C  -4.52  -1.14  -3.38
Br  -5.22  -2.50  -2.16
H  -2.87  -0.76  -2.07
H  -2.46  -1.95  -3.24
H  -4.74  -1.45  -4.40
H  -5.02  -0.22  -3.09
Br  -4.46  -4.43  3.61
C  -2.79  -4.37  2.53
C  -3.05  -4.00  1.08
Br  -3.78  -2.17  0.98
H  -2.43  -5.39  2.59
H  -2.10  -3.70  3.03
H  -3.78  -4.67  0.63
H  -2.12  -3.99  0.53
C  1.15  -5.46  -0.02
C  0.75  -6.72  -0.42
C  0.01  -6.87  -1.58
C  -0.44  -5.70  -2.20
C  -0.02  -4.44  -1.80
C  0.77  -4.29  -0.67
H  1.89  -5.34  0.76
H  1.05  -7.55  0.21
H  -0.28  -7.87  -1.86
H  -1.13  -5.79  -3.03
H  -0.45  -3.57  -2.28
H  1.19  -3.34  -0.37
C  0.43  3.01  -4.01
C  1.36  3.91  -3.52
C  2.32  4.46  -4.37
C  2.27  4.11  -5.72
C  1.25  3.31  -6.23
C  0.38  2.69  -5.36
H  -0.27  2.60  -3.28
H  1.45  4.02  -2.45
H  3.09  5.10  -3.98
H  3.04  4.49  -6.38
H  1.17  3.17  -7.30
H  -0.30  1.94  -5.74
C  4.20  3.77  4.20
C  3.01  2.88  3.81
O  1.82  3.28  4.48
H  3.91  4.83  4.26
H  5.07  3.68  3.55
H  4.59  3.55  5.20
H  3.27  1.87  4.11
H  2.87  2.91  2.72
H  1.77  4.24  4.42
C  2.00  -0.25  -2.93
C  1.62  -0.75  -4.30
O  2.69  -1.51  -4.88
H  1.13  0.17  -2.43
H  2.67  0.61  -2.96
H  2.39  -1.04  -2.29
H  1.34  0.04  -4.99
H  0.70  -1.34  -4.25
H  2.54  -1.59  -5.83
C  -4.41  2.92  -2.77
C  -3.50  2.63  -1.63
O  -3.80  3.47  -0.54
H  -4.16  2.49  -3.73
H  -4.48  4.01  -2.92
H  -5.47  2.71  -2.62
H  -2.48  2.90  -1.95
H  -3.45  1.57  -1.36
H  -3.22  3.28  0.22
C  -3.40  4.94  2.74
C  -2.11  4.21  2.50
O  -2.43  2.94  1.89
H  -4.11  4.88  1.91
H  -3.26  6.00  2.99
H  -3.90  4.54  3.63
H  -1.54  3.98  3.41
H  -1.44  4.72  1.80
H  -1.63  2.37  1.98
C  0.87  -3.48  3.37
C  1.30  -2.40  4.35
O  0.12  -1.79  4.91
H  1.76  -3.84  2.85
H  0.12  -3.19  2.64
H  0.41  -4.36  3.85
H  1.77  -1.61  3.76
H  1.89  -2.80  5.17
H  -0.18  -2.25  5.70
C  4.57  -1.26  0.25
C  3.77  -1.76  1.45
O  3.44  -0.75  2.37
H  4.29  -1.80  -0.66
H  5.66  -1.32  0.35
H  4.33  -0.24  -0.08
H  4.31  -2.60  1.90
H  2.84  -2.18  1.03
H  2.89  -0.12  1.90